Version A
{
  "formula": "C9H14NO",
  "method": "ωB97M-V with the def2-TZVPD basis set",
  "homo_lumo_gap_ev": 7.65,
  "charge": 1,
  "e_homo_ev": -11.4,
  "lumo_energy_ev": -3.779,
  "species": ["O", "N", "C", "C", "C", "C", "C", "C", "C", "C", "C", "H", "H", "H", "H", "H", "H", "H", "H", "H", "H", "H", "H", "H", "H"],
  "xyz": [[0.4716, 0.3683, 0.5892], [1.6705, 0.4502, -1.9247], [-2.8184, -0.5204, 1.6071], [3.1132, 0.1821, 0.2423], [2.2308, -0.0458, -0.8619], [2.7014, -1.2362, -0.0826], [-2.6210, 1.9279, 1.0939], [0.9895, -0.3025, -3.0372], [-1.9292, 0.5573, 1.0693], [-0.6772, 0.3941, 0.8045], [-2.4236, -1.7555, 1.7449], [2.1344, -1.7543, 0.5847], [0.9787, -1.2968, -2.6414], [1.5539, 1.3992, -1.9534], [0.0401, 0.1948, -2.9177], [1.5470, -0.0179, -3.8767], [-2.0948, 2.8377, 1.0830], [3.5369, -1.8467, -0.4589], [-3.8090, -0.2728, 1.8903], [-3.2107, -2.3110, 2.2348], [-3.2533, 1.9446, 1.9074], [-1.5885, -2.2967, 1.6857], [-3.1833, 1.7822, 0.1705], [2.6707, 0.7766, 1.0607], [3.9701, 0.8416, -0.0137]]
}



Version B
{
  "formula": "C9H14NO",
  "method": "ωB97M-V with the def2-TZVPD basis set",
  "homo_lumo_gap_ev": 10.87,
  "charge": 1,
  "e_homo_ev": -13.7,
  "lumo_energy_ev": -2.840,
  "species": ["O", "N", "C", "C", "C", "C", "C", "C", "C", "C", "C", "H", "H", "H", "H", "H", "H", "H", "H", "H", "H", "H", "H", "H", "H"],
  "xyz": [[2.0752, -1.2257, -0.6338], [0.2423, 0.5602, 0.4644], [-2.1159, -0.8617, -0.4754], [1.2891, -0.6290, -1.6133], [-0.0326, -0.8646, 0.4238], [-1.3885, -1.4119, 0.5328], [-1.3250, -0.1316, -1.4348], [-0.8679, 1.3526, 1.0568], [1.2707, -1.7784, 0.3281], [1.5333, 1.1777, 1.0324], [0.0428, -0.0182, -0.8753], [-1.1270, 1.1010, 2.0937], [-1.2706, -0.8094, -2.2414], [-1.6937, 0.7750, -1.8584], [1.8284, 0.0548, -2.2292], [0.9817, -1.4824, -2.3337], [-1.7821, 1.0264, 0.4525], [-0.6138, 2.3805, 0.9252], [1.8959, 2.0437, 0.4502], [-1.6729, -2.1374, 1.2987], [-3.1209, -1.2106, -0.6464], [1.3226, 1.3836, 2.0555], [0.8618, -2.6789, -0.0287], [1.7774, -1.9339, 1.2989], [2.3805, 0.4856, 0.9819]]
}



Which structure is the least stable? The one labeled version A.



Version A
{
  "formula": "C5H7N3OS",
  "method": "ωB97M-V with the def2-TZVPD basis set",
  "homo_lumo_gap_ev": [5.51, 7.23],
  "charge": 0,
  "e_homo_ev": [-6.3, -7.3],
  "lumo_energy_ev": [-0.831, -0.071],
  "species": ["S", "O", "N", "N", "N", "C", "C", "C", "C", "C", "H", "H", "H", "H", "H", "H", "H"],
  "xyz": [[-0.8537, -1.8589, 0.3676], [1.3692, -0.8752, -0.4853], [-2.6526, -0.2214, -0.5196], [0.2773, 0.9568, 0.9936], [-0.9051, 0.9056, 0.4104], [-1.4558, -0.3283, 0.0929], [2.8178, -0.7896, -0.2576], [-1.8656, 1.8161, 0.0109], [0.7785, -1.9591, -0.0605], [-2.9178, 1.0512, -0.4766], [3.4007, -1.6557, -0.0790], [1.3279, -2.8966, -0.0235], [2.8338, -0.2801, 0.6210], [0.3659, 1.9470, 1.1477], [3.0570, -0.1466, -1.1434], [-3.8734, 1.5470, -0.8864], [-1.7042, 2.7879, 0.2877]]
}



Version B
{
  "formula": "C5H7N3OS",
  "method": "ωB97M-V with the def2-TZVPD basis set",
  "homo_lumo_gap_ev": 8.74,
  "charge": 0,
  "e_homo_ev": -8.1,
  "lumo_energy_ev": 0.615,
  "species": ["S", "O", "N", "N", "N", "C", "C", "C", "C", "C", "H", "H", "H", "H", "H", "H", "H"],
  "xyz": [[1.9185, -2.1470, -0.1714], [-3.2597, 0.8076, -0.2234], [-1.9425, 0.4347, -0.4417], [0.1969, 1.3403, -0.0764], [-1.5867, 2.6866, -0.5961], [1.8084, -1.5650, 1.4585], [1.1473, -0.7876, -0.7805], [-1.0638, 1.4935, -0.2978], [1.1660, -0.3851, 1.4161], [0.7917, 0.0820, 0.1093], [-3.5564, 0.5012, -1.1703], [-2.5522, 2.8528, -0.1068], [1.0705, -0.6687, -2.0427], [-0.9856, 3.5512, -0.3522], [2.3149, -2.1638, 2.0144], [1.1394, 0.0362, 2.2191], [-1.8210, -0.4759, 0.3346]]
}



Version C
{
  "formula": "C5H7N3OS",
  "method": "ωB97M-V with the def2-TZVPD basis set",
  "homo_lumo_gap_ev": 10.31,
  "charge": 0,
  "e_homo_ev": -9.7,
  "lumo_energy_ev": 0.624,
  "species": ["S", "O", "N", "N", "N", "C", "C", "C", "C", "C", "H", "H", "H", "H", "H", "H", "H"],
  "xyz": [[-1.9392, -0.8895, -0.1719], [-1.8781, 1.7067, -0.0826], [2.2606, 1.1789, -0.0646], [0.8569, -0.5597, -0.1684], [0.1746, 0.5626, -0.1485], [-1.2646, 0.7037, -0.1727], [-3.7005, -0.3779, 0.0705], [1.0802, 1.6160, 0.0080], [2.1118, -0.2337, -0.1593], [3.2606, -1.1717, 0.0786], [-3.7599, 0.5490, 0.8458], [-4.3028, -1.2845, 0.4129], [-4.0726, -0.1688, -0.9392], [3.7710, -0.9324, 0.8820], [3.8371, -1.1136, -0.8586], [2.7047, -2.1864, 0.3249], [0.8604, 2.6014, 0.1431]]
}



Which structure is the least stable? The one labeled version A.



Version A
{
  "formula": "C5H11O2",
  "method": "ωB97M-V with the def2-TZVPD basis set",
  "homo_lumo_gap_ev": [11.58, 7.05],
  "charge": 0,
  "multiplicity": 2,
  "e_homo_ev": [-10.8, -10.4],
  "lumo_energy_ev": [0.792, -3.349],
  "species": ["O", "O", "C", "C", "C", "C", "C", "H", "H", "H", "H", "H", "H", "H", "H", "H", "H", "H"],
  "xyz": [[-1.3543, 2.2718, -0.7140], [-1.4664, 1.8258, -2.9776], [0.7838, 0.1170, 2.8925], [-1.4302, 1.5771, -1.7891], [-1.3647, -0.0962, -1.4676], [1.4975, -0.8414, 1.9568], [-0.2047, -0.5204, -2.3495], [0.5448, -0.2918, 3.8473], [1.3344, 0.9350, 3.0935], [-0.1263, -1.5565, -2.5213], [0.7595, -0.1636, -1.9587], [-0.2715, -0.0041, -3.3665], [-2.1810, -0.5263, -1.4387], [-1.1758, 0.0391, -0.3811], [2.0771, -1.5985, 2.4354], [1.8613, -0.2559, 1.0597], [0.7768, -1.4618, 1.2757], [-0.0603, 0.5509, 2.4032]]
}



Version B
{
  "formula": "C5H11O2",
  "method": "ωB97M-V with the def2-TZVPD basis set",
  "homo_lumo_gap_ev": [12.11, 7.55],
  "charge": 0,
  "multiplicity": 2,
  "e_homo_ev": [-11.3, -10.8],
  "lumo_energy_ev": [0.779, -3.221],
  "species": ["O", "O", "C", "C", "C", "C", "C", "H", "H", "H", "H", "H", "H", "H", "H", "H", "H", "H"],
  "xyz": [[0.0415, 0.9151, 0.7127], [0.6790, 2.9370, 1.0113], [-1.6081, 2.6181, 0.3598], [0.0982, -2.1774, -0.5066], [-0.4389, -2.9920, -1.6863], [1.5388, -2.5176, -0.1285], [-0.2180, 2.1550, 0.7002], [1.8450, -1.9430, 0.7456], [0.0524, -1.1188, -0.7794], [-1.5059, -2.8105, -1.8088], [0.0912, -2.7083, -2.5935], [-0.2664, -4.0538, -1.5028], [-2.0557, 2.0482, -0.4534], [-0.5314, -2.2785, 0.3779], [-2.2280, 2.4936, 1.2447], [1.5763, -3.5802, 0.1194], [-1.5741, 3.6729, 0.1023], [2.2351, -2.2649, -0.9268]]
}



Version C
{
  "formula": "C5H11O2",
  "method": "ωB97M-V with the def2-TZVPD basis set",
  "homo_lumo_gap_ev": [11.49, 8.44],
  "charge": 0,
  "multiplicity": 2,
  "e_homo_ev": [-10.6, -10.2],
  "lumo_energy_ev": [0.882, -1.799],
  "species": ["O", "O", "C", "C", "C", "C", "C", "H", "H", "H", "H", "H", "H", "H", "H", "H", "H", "H"],
  "xyz": [[0.4625, 2.4219, -2.4880], [-0.9400, -1.6880, 2.9840], [0.0994, 1.4448, -1.3068], [-0.3252, -0.7302, 2.2224], [0.7077, -0.8602, -0.2100], [0.5054, -0.0606, -1.4852], [-0.5097, -0.8100, 0.6566], [1.4547, -0.4769, 0.4776], [0.5772, 1.7612, -0.4217], [0.7673, -0.6303, 2.2681], [0.8858, -2.0005, -0.3214], [-0.7446, 0.3969, 2.4958], [-0.9371, 1.6059, -1.0740], [-1.0430, -0.0056, 0.1778], [0.1197, 1.9265, -3.2369], [-0.2373, -0.6037, -2.0430], [-1.2462, -1.6122, 0.5652], [1.3590, -0.1356, -2.1178]]
}



Which structure is the least stable? The one labeled version C.



Version A
{
  "formula": "C3H13N2O",
  "method": "ωB97M-V with the def2-TZVPD basis set",
  "homo_lumo_gap_ev": 11.71,
  "charge": 1,
  "e_homo_ev": -14.6,
  "lumo_energy_ev": -2.913,
  "species": ["O", "N", "N", "C", "C", "C", "H", "H", "H", "H", "H", "H", "H", "H", "H", "H", "H", "H", "H"],
  "xyz": [[2.7192, 2.7767, -1.3606], [-2.0608, 0.3603, 0.1915], [0.5816, 0.4566, 0.6335], [-1.7651, -1.1514, 0.1915], [0.8350, -1.0150, 0.4674], [-0.3976, -1.5591, -0.2571], [3.1926, 3.1479, -0.6324], [0.9502, -1.4516, 1.3872], [1.7716, -1.0386, -0.0082], [-0.4889, 0.6486, 0.2771], [0.7029, 0.6730, 1.6065], [-2.5693, 0.6569, -0.6948], [3.0657, 3.1111, -2.1916], [-2.7496, 0.5324, 0.8966], [-2.5510, -1.5689, -0.3531], [1.2536, 0.9998, 0.0150], [-0.3331, -2.6519, -0.1109], [-0.2779, -1.3951, -1.3010], [-1.8791, -1.5317, 1.2433]]
}



Version B
{
  "formula": "C3H13N2O",
  "method": "ωB97M-V with the def2-TZVPD basis set",
  "homo_lumo_gap_ev": 11.77,
  "charge": 1,
  "e_homo_ev": -14.6,
  "lumo_energy_ev": -2.815,
  "species": ["O", "N", "N", "C", "C", "C", "H", "H", "H", "H", "H", "H", "H", "H", "H", "H", "H", "H", "H"],
  "xyz": [[0.5525, -1.5276, 3.2543], [-1.0485, 1.5973, -0.5236], [-0.3942, -0.8521, 0.3950], [-0.0148, 1.5613, -1.6470], [0.1090, -0.8714, -1.0594], [0.9279, 0.4091, -1.3451], [-1.2936, -1.2679, 0.6184], [-1.9266, 1.4294, -1.0014], [1.2446, -1.3508, 3.9083], [-1.1444, 2.5703, -0.2342], [1.4165, 0.1109, -2.2816], [0.0218, -2.1028, 3.8067], [-0.4969, 1.6215, -2.6191], [0.2917, -1.2238, 1.0579], [1.6802, 0.6672, -0.6032], [0.5294, 2.5020, -1.5361], [-0.6954, -0.7493, -1.7765], [0.6580, -1.8003, -1.1686], [-0.5317, 0.1819, 0.4539]]
}



Which structure is the least stable? The one labeled version A.